A structure of composition C24H11Cl5N8O4S4Sn at a distorted geometry, computed with ωB97M-V with the def2-TZVPD basis set.

The HOMO energy comes out at -8.178 eV. The HOMO-LUMO gap is 7.5 eV. The energy above the lowest of the compared OMol25 structures with the same formula, charge and spin comes out at 12.1 kcal per mole.

Atoms and positions in Å:
Sn -0.13700 0.00080 0.31920
Cl 5.58180 0.35150 4.37550
Cl 4.19280 3.00560 3.50290
Cl 2.03110 -2.41220 1.42240
Cl 4.52590 -2.37010 3.28450
Cl 1.74170 2.90760 1.62330
S -2.58680 3.16130 -2.82120
S -2.02860 3.26570 3.53980
S -1.33480 -2.71950 2.34130
S -2.31620 -2.41420 -0.61700
O -0.53720 -3.20480 -1.39940
O 1.56530 -6.61620 -4.46450
O 3.68080 -6.88680 -4.20080
O 0.36640 -1.22800 -1.88140
N -5.70810 -3.34210 0.93110
N 2.64730 -6.27320 -4.04350
N -0.64290 0.96440 3.80770
N -1.48220 1.65330 -1.06130
N 2.43090 1.93610 -1.51560
N -1.34110 0.78910 -3.21880
N -1.14410 1.76280 1.67050
N -3.82000 0.64980 1.12220
C -1.16540 1.86730 2.96570
C -2.62760 3.64210 -1.16140
C 2.71960 -5.03990 -3.29470
C 2.47840 1.42850 2.11850
C 3.74060 -0.90750 2.84940
C -1.84930 2.76470 1.05400
C -2.27110 -2.42950 1.06840
C -2.38780 3.67590 1.90380
C 0.38940 -2.47280 -1.81110
C 1.55070 -4.37920 -2.94970
C -4.76870 -2.68800 0.87330
C 2.87940 -2.66570 -1.90120
C 4.22140 0.30850 3.33070
C 2.61940 -0.91280 2.02740
C 1.94010 0.24000 1.64320
C -1.70940 1.72020 -2.34040
C 3.96480 -4.54410 -2.92600
C -1.99400 2.72830 -0.38170
C 4.03830 -3.35200 -2.22840
C 1.63710 -3.18830 -2.24560
C 1.54530 1.42340 -0.98830
C -3.62070 -1.87390 0.76970
C -3.76520 -0.48690 0.96390
C 3.59250 1.49100 2.94890
H 0.59260 -4.79600 -3.21690
H -1.47600 0.94150 -4.20200
H -0.55180 1.19660 4.78160
H 3.21980 2.40660 -1.90800
H 4.84920 -5.10020 -3.19720
H -0.75280 0.03650 -2.88020
H -3.11370 4.55170 -0.87790
H -2.98370 4.53540 1.68480
H 5.00130 -2.96030 -1.93950
H 0.00420 0.28990 3.42920
H 2.91510 -1.72790 -1.36490

Force components x, y, z for each atom (eV/Å):
Sn 0.3 0.0 0.5
Cl 0.1 0.0 0.0
Cl 0.1 0.0 0.1
Cl -0.1 -0.6 -0.2
Cl 0.1 -0.1 0.0
Cl -0.1 0.7 0.1
S 0.2 -0.4 0.3
S 0.1 -0.3 -0.2
S -0.3 0.0 -0.2
S -0.8 0.3 0.4
O -0.2 -0.7 0.3
O -0.3 -0.1 -0.1
O 0.2 -0.3 -0.1
O 0.2 0.7 -0.2
N -0.3 -0.3 0.0
N 0.0 -0.3 -0.2
N 0.3 -0.2 0.3
N 0.4 -0.4 0.2
N 0.3 0.2 -0.3
N 0.2 -0.2 -0.3
N 0.4 -0.5 -0.3
N -0.2 0.1 0.0
C -0.5 0.5 0.2
C 0.2 -0.2 0.1
C 0.1 1.1 0.6
C 0.0 -0.5 0.0
C 0.0 0.0 0.1
C -0.3 0.8 0.8
C 0.4 -0.5 0.0
C 0.3 -0.3 -0.1
C 0.4 -0.2 -0.3
C 0.1 -0.2 0.0
C -0.4 -0.2 0.2
C -0.1 0.0 -0.2
C -0.1 0.0 -0.1
C -0.2 0.5 -0.1
C 0.0 0.1 0.1
C -0.5 0.7 -0.1
C -0.1 -0.2 -0.2
C -0.5 0.7 -0.8
C -0.1 0.0 0.0
C 0.2 0.0 0.0
C -0.4 -0.3 0.0
C 0.7 -0.4 -0.6
C -0.1 0.8 0.1
C 0.1 0.0 0.1
H -0.1 0.0 0.0
H 0.1 -0.1 0.1
H 0.0 -0.1 -0.1
H 0.0 0.0 0.0
H 0.0 0.0 0.0
H 0.1 -0.3 -0.1
H -0.1 0.2 0.1
H -0.2 0.2 -0.1
H 0.1 0.0 0.0
H 0.1 0.0 0.1
H 0.1 0.0 0.0

natural (NBO) population analysis, charges in e, atoms 1 to 4: atom 1 (Sn): 1.18, atom 2 (Cl): 0.06, atom 3 (Cl): 0.05, atom 4 (Cl): 0.06



A structure of composition C24H11Cl65F3NO4 at a distorted geometry, computed with ωB97M-V with the def2-TZVPD basis set.

The HOMO energy comes out at -10.229 eV. The HOMO-LUMO gap is 10.1 eV. The energy above the lowest of the compared OMol25 structures with the same formula, charge and spin comes out at 29.1 kcal per mole.

Atoms and positions in Å:
Cl -11.81940 0.36681 -2.92810
Cl -8.78138 2.57830 3.66773
Cl 7.27078 -4.89409 2.17024
Cl 4.51896 2.15161 -10.68213
Cl -5.86095 1.22714 8.52355
Cl -0.21714 7.54230 1.62995
Cl -10.81626 0.76806 2.70021
Cl -5.99229 11.54267 5.16721
Cl -3.67869 -4.49810 5.20594
Cl -11.01510 2.06324 -0.73060
Cl 1.56061 -2.67649 -1.57141
Cl 2.25063 1.40073 -9.05441
Cl -11.11733 2.03066 5.28273
Cl 2.89070 2.47185 -3.00450
Cl 9.43738 -4.56589 4.05676
Cl 1.71227 9.19470 3.01033
Cl 3.30607 -6.59695 0.90383
Cl 2.32041 -4.18154 -6.20587
Cl 2.21407 -1.39111 -6.95568
Cl 1.22207 -8.34213 -0.09016
Cl 4.03176 -7.88920 -13.56872
Cl -13.77762 2.00985 -1.57945
Cl -3.60644 11.74649 6.78541
Cl 6.83581 -8.06848 -12.88676
Cl 3.91899 -8.02774 -5.90303
Cl 5.05347 0.82659 -2.01994
Cl 4.01377 -6.77334 -8.50718
Cl -0.97146 8.92907 4.04982
Cl -12.63852 -0.28069 -0.23239
Cl 5.57810 3.52354 -2.92498
Cl 6.32870 -1.59560 -0.01750
Cl 3.34863 -0.47685 -10.95946
Cl -0.15710 -4.81087 -0.65456
Cl -3.92498 1.22476 6.37727
Cl 4.88640 1.46331 -4.83653
Cl 3.74387 -2.20594 -4.64700
Cl -4.28202 9.23779 5.51606
Cl 8.13192 -7.13120 3.78450
Cl -3.31484 1.33518 -6.36412
Cl -2.97432 -1.25198 -5.11915
Cl -2.69627 1.15773 -3.54509
Cl -1.95491 -6.80635 5.46157
Cl -3.38712 11.47487 3.91702
Cl 2.84702 -9.16448 2.15404
Cl -1.27490 -4.33644 6.80185
Cl -1.08860 -4.51767 3.92464
Cl 7.32125 -4.08044 -1.10523
Cl 6.39348 -7.98324 -7.39742
Cl 5.66187 -5.50113 -13.51328
Cl 5.34601 -5.54148 -6.25922
Cl 9.82788 -6.14013 1.66266
Cl -6.56608 2.31146 5.93823
Cl 0.87546 2.54447 5.65764
Cl 4.97571 -6.84352 -11.04084
Cl 4.84023 0.19715 -8.57735
Cl 4.95143 -2.85344 -2.21878
Cl 0.92170 -7.02725 2.46736
Cl -1.27053 -2.65358 -2.22627
Cl -4.68610 3.71591 7.63133
Cl -0.50526 10.41979 1.61852
Cl 0.85405 -2.30986 -4.57299
Cl -0.41230 -2.17484 0.48863
Cl -0.69089 0.47421 -5.50984
Cl -9.11623 -0.01892 4.89981
Cl 4.84186 -4.05098 0.40218
F 2.15478 2.26667 -0.42875
F 0.87142 0.69812 0.31108
F 3.00237 0.46152 0.46620
O -1.48118 4.31503 3.89383
O -0.62187 -1.12412 4.95051
O 0.32913 0.39771 3.55079
O -1.29979 0.97462 5.04078
N -1.41670 1.21592 2.42111
C 5.37629 -7.07537 -12.75288
C -4.31708 11.00189 5.34593
C 2.01042 1.36504 0.56272
C 2.00650 2.04769 1.94791
C -5.25978 2.11794 7.11717
C 5.86407 -3.14762 -0.73308
C -0.51755 -0.07077 4.53753
C -9.95846 1.33813 4.13838
C -1.99914 -5.03870 5.34921
C 2.07393 -7.78430 1.35952
C -0.06820 -3.07688 -0.99328
C -0.55872 2.13649 4.65122
C 4.91959 -7.08155 -7.01464
C 2.28009 -2.52197 -5.59577
C 0.00534 9.02190 2.57709
C 3.73996 0.81784 -9.81834
C -1.57950 3.29055 4.86948
C -2.41820 0.43002 -5.13500
C 4.60038 2.07113 -3.19636
C -2.14040 5.49603 4.34357
C -12.31229 1.04029 -1.36766
C 0.60965 2.63622 2.32318
C 8.66632 -5.68243 2.91905
C -0.26310 1.67441 3.19845
H 2.41475 1.38995 2.72959
H -2.87692 5.85657 3.59589
H -1.42150 6.33301 4.47320
H 0.04461 2.88530 1.40539
H -1.33644 3.75256 5.85391
H 2.70124 2.90500 1.84915
H -2.66672 5.35034 5.30553
H 0.78669 3.59946 2.84183
H -2.61722 2.92152 4.97135
H -1.85841 1.99506 1.94663
H -1.10668 0.53150 1.74149

Force components x, y, z for each atom (eV/Å):
Cl 0.0 0.0 0.1
Cl -0.2 -0.1 -0.1
Cl 0.2 -0.2 0.3
Cl -0.1 -0.1 0.1
Cl 0.0 0.1 -0.1
Cl 0.0 0.1 0.1
Cl 0.1 0.1 0.1
Cl 0.1 -0.1 0.0
Cl 0.1 0.0 0.0
Cl -0.1 -0.1 -0.1
Cl -0.2 -0.1 0.6
Cl 0.1 0.0 0.0
Cl 0.1 0.0 -0.1
Cl 0.3 0.0 -0.5
Cl 0.0 -0.1 -0.1
Cl -0.1 0.0 0.0
Cl -0.2 -0.3 0.0
Cl -0.2 0.2 0.0
Cl 0.0 -0.1 0.1
Cl 0.1 0.1 0.1
Cl 0.1 0.1 0.1
Cl 0.1 -0.1 0.0
Cl 0.0 -0.1 -0.1
Cl -0.1 0.1 0.0
Cl 0.0 0.1 -0.1
Cl 0.0 0.1 -0.2
Cl -0.3 0.0 1.0
Cl 0.1 0.1 -0.1
Cl 0.0 0.1 -0.1
Cl 0.0 -0.1 0.0
Cl 0.0 -0.1 0.1
Cl 0.0 0.1 0.1
Cl 0.0 0.1 0.0
Cl -0.2 0.0 0.2
Cl 0.0 0.0 0.1
Cl -0.3 0.2 -0.6
Cl 0.0 0.1 0.0
Cl 0.0 0.1 -0.1
Cl 0.0 -0.1 0.1
Cl 0.0 0.1 0.0
Cl 0.0 -0.1 -0.1
Cl 0.0 0.1 0.0
Cl -0.1 0.0 0.1
Cl 0.0 0.1 -0.1
Cl -0.1 -0.1 -0.1
Cl -0.1 0.0 0.1
Cl -0.2 0.1 -0.1
Cl -0.1 0.1 0.0
Cl 0.0 -0.1 0.0
Cl 0.2 -0.2 0.0
Cl -0.1 0.0 0.1
Cl 0.2 0.0 0.2
Cl -0.1 -0.7 -0.7
Cl 0.4 -0.1 -1.0
Cl 0.0 0.1 -0.1
Cl 0.3 -0.3 0.6
Cl 0.0 -0.1 -0.1
Cl 0.0 0.0 0.1
Cl 0.0 -0.1 0.0
Cl 0.0 -0.1 0.1
Cl 0.3 -0.1 -0.6
Cl 0.0 -0.1 0.0
Cl -0.2 0.2 0.0
Cl -0.1 0.1 -0.1
Cl 0.1 0.4 -0.2
F -0.1 -0.2 0.6
F -0.2 0.0 0.0
F 0.0 0.3 -0.1
O -0.1 -0.2 0.1
O 0.1 -4.6 1.1
O -0.3 0.0 0.6
O 2.6 0.1 0.5
N -0.6 0.9 0.8
C 0.0 0.1 0.0
C 0.0 0.1 0.0
C 0.2 0.0 1.1
C 0.0 0.8 -0.5
C 0.0 -0.1 0.0
C 0.1 0.0 0.0
C -0.3 4.0 -1.0
C -0.1 -0.1 0.0
C 0.0 0.1 0.0
C 0.0 0.0 0.1
C 0.2 0.0 0.0
C -3.5 1.1 -0.7
C 0.1 0.0 0.1
C -0.3 -0.1 -0.1
C 0.0 0.0 0.0
C 0.0 0.0 0.0
C 0.2 0.7 0.8
C 0.1 0.1 0.0
C 0.0 0.0 0.0
C -0.2 1.0 -0.1
C 0.0 0.0 0.0
C 0.9 -0.2 0.5
C 0.0 0.0 0.0
C 0.9 0.3 -1.5
H -0.3 0.1 -0.4
H 0.3 -0.5 0.3
H -0.2 -0.7 0.0
H 0.3 -0.2 0.5
H -0.1 -0.5 -0.4
H -0.2 -0.5 0.0
H 0.2 -0.1 -0.4
H -0.2 -0.7 -0.1
H 0.6 -0.1 -0.5
H -0.1 -0.1 0.0
H 0.2 0.2 0.0

Mulliken population analysis, charges in e, atoms 1 to 4: atom 1 (Cl): -0.09, atom 2 (Cl): -0.12, atom 3 (Cl): 0.00, atom 4 (Cl): -0.10



A structure of composition C24H13BrCl3F4O4PPdS, computed with ωB97M-V with the def2-TZVPD basis set.

As for the total charge: +2. As for the spin multiplicity: 5. The HOMO energy (alpha / beta) comes out at -14.148 / -14.905 eV. The HOMO-LUMO gap (alpha / beta) is 7.3 / 4.3 eV. The energy above the lowest of the compared OMol25 structures with the same formula, charge and spin comes out at 1.9 kcal per mole.

Atoms and positions in Å:
Pd 0.09601 -0.21795 0.09584
Br 2.88510 -0.05192 -0.18682
Cl -0.02558 2.29089 1.04597
Cl -4.77637 1.45206 -1.52004
Cl 0.16472 -1.41190 2.62657
S -1.87147 0.53553 -1.02332
P 0.32399 -1.96070 -1.50113
F 3.87390 -5.75047 -1.38871
F 5.11850 -1.71582 0.51576
F 5.74076 -4.27233 0.03001
F 1.68345 -4.71428 -2.16647
O -1.02561 -0.89468 1.81128
O 0.92020 -0.28971 3.04870
O -0.32542 -2.21291 3.66291
O 0.93375 -2.16599 1.63948
C -2.52762 -4.41597 -0.03766
C 1.53105 -0.90569 -3.78344
C 4.60240 -3.78005 -0.36706
C -1.58372 -3.40753 -0.16973
C -1.06337 -4.21024 -2.39808
C -0.85786 -1.28036 -3.89100
C 4.27364 -2.45484 -0.11377
C -3.81655 2.26969 -0.36877
C 3.01968 -1.87364 -0.53212
C -4.37835 3.30230 0.35932
C 2.42929 -3.92559 -1.47363
C -2.46113 1.85963 -0.16211
C -0.87687 -0.73205 -5.16247
C 2.04306 -2.62750 -1.17836
C -0.84029 -3.30856 -1.34925
C -2.00529 -5.21063 -2.25508
C 1.50307 -0.36396 -5.05631
C -1.72052 2.61046 0.79391
C -2.73311 -5.31371 -1.07087
C 0.29904 -0.27937 -5.74656
C 0.35326 -1.38088 -3.19943
C 3.67450 -4.52043 -1.06512
C -3.61365 3.97270 1.29717
C -2.26980 3.63562 1.51307
H -1.67365 4.18169 2.22956
H -3.46845 -6.09960 -0.96255
H -1.81263 -0.66456 -5.70002
H -4.05400 4.77886 1.86802
H 2.47787 -0.95908 -3.25993
H -0.51742 -4.11629 -3.32707
H -1.42652 -2.70831 0.64197
H -2.18227 -5.90673 -3.06308
H 0.27886 0.13794 -6.74402
H -5.41097 3.57050 0.18896
H -3.10271 -4.49348 0.87469
H 2.41718 -0.00999 -5.51227
H -1.77973 -1.63894 -3.44934

Force components x, y, z for each atom (eV/Å):
Pd -0.4 0.3 -0.3
Br 0.1 -0.1 -0.1
Cl -0.1 -0.1 0.1
Cl 0.0 0.0 0.0
Cl -0.3 0.0 -0.4
S -0.2 0.1 0.0
P 0.3 -0.4 0.1
F 0.1 -0.2 0.0
F 0.2 0.1 0.1
F 0.1 -0.1 0.0
F -0.2 -0.2 -0.2
O 0.3 0.0 0.2
O 0.1 0.2 0.2
O -0.1 -0.2 0.1
O 0.2 -0.1 0.1
C 0.0 0.1 0.1
C 0.0 0.0 0.0
C -0.2 0.0 -0.1
C 0.1 0.0 0.0
C -0.1 0.1 -0.1
C 0.0 0.0 0.1
C -0.1 -0.1 -0.1
C -0.1 0.0 0.0
C -0.2 -0.1 -0.1
C 0.0 -0.1 -0.1
C 0.0 0.1 0.1
C -0.1 0.1 0.1
C 0.0 0.0 0.0
C 0.1 0.5 0.1
C -0.1 0.0 0.0
C 0.0 0.0 0.1
C -0.1 0.0 0.0
C 0.2 0.1 0.1
C 0.0 -0.1 -0.1
C 0.0 0.0 0.0
C 0.1 0.0 0.0
C 0.2 0.1 0.1
C 0.1 0.0 0.0
C 0.0 -0.1 -0.1
H 0.0 0.0 0.0
H 0.0 0.0 0.0
H 0.0 0.0 0.0
H 0.0 0.0 0.0
H 0.0 0.0 0.0
H 0.0 0.0 0.0
H -0.1 -0.1 -0.1
H 0.0 0.0 0.0
H 0.0 0.0 0.0
H 0.0 0.0 0.0
H 0.0 0.0 0.0
H 0.0 0.0 0.0
H 0.0 0.0 0.0

natural (NBO) population analysis, charges in e, atoms 1 to 4: atom 1 (Pd): 0.78, atom 2 (Br): 0.33, atom 3 (Cl): 0.08, atom 4 (Cl): 0.12